No. 1
Below is an isolated molecule of C3H5ClFN3 in a non-equilibrium geometry, with properties calculated with the ωB97M-V functional and the def2-TZVPD basis.

Output
- 2S+1: 1
- ΔE to the lowest compared entry with this formula, charge and spin: 48.84 kcal per mole
- LUMO: 0.807 eV
- SMILES: CN1N=CN(F)[C@@H]1Cl
- HOMO level: -0.34077 Ha

```
13
Properties=species:S:1:pos:R:3:lowdin_charge:R:1
Cl 0.61389 -2.51490 0.17344 0.485
F -2.22080 -2.88184 -0.09100 -0.076
N -1.18726 0.26546 0.99321 0.061
N -1.93084 -1.56176 -0.36165 -0.042
N -0.36411 0.02775 -0.03372 -0.247
C 0.95034 0.61651 -0.02172 -0.067
C -0.58718 -1.25584 -0.61129 -0.606
C -2.14450 -0.51904 1.05942 0.036
H 0.84638 1.66607 0.24725 0.089
H -3.01084 -0.61956 1.66122 0.095
H 1.37638 0.53155 -1.01839 0.090
H 1.60952 0.11997 0.69668 0.070
H -0.32099 -1.28513 -1.66567 0.113
```

=====

No. 2
Below is a structure of composition C37H69FNO15S7 in a non-equilibrium geometry, with properties calculated with the ωB97M-V functional and the def2-TZVPD basis.

Output
- 2S+1: 1
- ΔE to the lowest compared entry with this formula, charge and spin: 99.73 kcal per mole
- LUMO: -1.839 eV
- HOMO level: -0.39510 Ha
- Total charge: +1

```
130
Properties=species:S:1:pos:R:3:lowdin_charge:R:1
S -3.75280 -2.92439 -1.16799 0.723
S 1.04565 -5.36380 -2.36037 0.631
S -2.76772 2.65533 -1.59089 0.692
S 0.24027 3.43858 3.57381 0.712
S 0.88233 -1.82069 2.32373 0.647
S 4.16160 0.49058 -0.34651 0.613
S -3.22362 0.32340 1.84791 0.667
F -1.21423 7.59112 0.64924 0.046
O -0.22336 2.68587 2.34711 -0.353
O -2.41499 -2.81856 -0.61468 -0.333
O 3.98471 1.40341 0.80527 -0.313
O 0.41171 -1.06874 3.45800 -0.296
O 0.75437 -5.19298 -3.72538 -0.256
O -4.95362 -3.01004 -0.32531 -0.322
O -0.69591 3.41037 4.67441 -0.306
O -2.01060 3.72088 -1.03066 -0.277
O 0.78633 -4.28889 -1.46079 -0.303
O 1.18990 -1.14880 1.16980 -0.275
O -1.97912 0.22536 1.18155 -0.305
O -4.29587 1.01425 1.24596 -0.269
O 0.43378 1.88847 -2.58801 0.146
O -2.50041 1.32114 -1.15573 -0.333
O 3.26816 0.48146 -1.32037 -0.222
N 0.18465 0.20817 -0.90231 0.094
C 2.14430 5.15198 3.70917 -0.219
C -3.60392 0.07148 4.27630 -0.239
C 6.66064 0.58396 -0.14038 -0.285
C -4.04610 2.29446 -3.80531 -0.219
C -3.36403 -3.78787 -3.66143 -0.125
C 2.38767 7.69427 -0.24632 -0.083
C 2.63640 -5.89830 -2.19611 -0.264
C -0.31350 -3.16064 1.93945 -0.169
C 6.32642 -0.84228 0.13717 -0.286
C -0.05003 7.28713 0.03440 -0.286
C 5.71768 1.00620 -1.00884 -0.296
C -3.90493 -1.71393 -2.51678 -0.221
C 1.10254 8.01890 0.29166 -0.039
C -3.89390 -1.19468 2.33234 -0.267
C 2.52946 -7.38876 -2.31726 -0.159
C 0.44613 -4.43485 1.91726 -0.223
C 4.90619 -1.04026 0.12253 -0.277
C -4.49698 2.89366 -1.46545 -0.188
C 1.22290 -7.65136 -1.50451 -0.307
C 1.71378 2.89835 4.15327 -0.304
C 0.97319 2.48357 -0.35249 0.011
C -4.91155 3.15357 -2.89841 -0.189
C -3.20224 -2.21656 -3.65519 -0.232
C 2.48375 6.65312 -1.21116 -0.074
C -4.44261 -0.93358 3.50928 -0.251
C 1.88619 -4.09298 1.95142 -0.249
C 2.14298 -2.90604 2.81809 -0.201
C -2.97235 1.00270 3.45704 -0.262
C 1.28404 5.89612 -1.52888 -0.043
C 0.23825 -6.82081 -1.70408 -0.282
C -2.75369 2.61605 -3.38240 -0.236
C 2.67418 3.78998 3.73465 -0.300
C -0.09872 6.25853 -1.01477 0.057
C 0.77289 5.04678 3.08529 -0.197
C 0.46766 1.53701 -1.44158 -0.420
C -3.62025 -4.41779 -2.21047 -0.166
C 0.38610 -0.88021 -1.86049 -0.008
H 6.81094 -1.02047 1.12454 0.127
H 6.54811 1.00809 0.88527 0.147
H 5.63222 2.00145 -1.07054 0.087
H -4.36031 2.61618 -4.82670 0.150
H -0.57816 -3.15408 0.98146 0.028
H -4.67095 -1.52216 4.17932 0.054
H 6.90051 -1.72707 -0.48434 0.180
H -4.18249 0.45755 5.05455 0.105
H -0.93158 5.68835 -1.33131 0.054
H -2.92990 -5.05710 -1.65175 0.096
H 1.37422 5.31578 -2.46867 0.098
H -3.46124 2.06992 3.41008 0.166
H 0.67152 0.01676 0.04937 0.133
H 0.18891 -1.89325 -1.67298 0.064
H 2.24564 -4.00126 1.08339 0.029
H -2.21684 -2.04626 -3.65330 0.067
H -4.85227 1.78515 -1.28068 0.157
H 2.39741 -7.77570 -3.41705 0.153
H -2.48144 3.41803 -3.84272 0.068
H -3.17258 -1.95876 2.40255 0.114
H -2.03800 1.81465 -3.56172 0.114
H 2.93328 -5.37237 -2.88796 0.009
H 4.34498 -1.39862 1.12879 0.138
H 0.17869 3.15599 -0.06848 0.060
H -5.96111 2.93093 -2.82114 0.137
H 0.36082 -5.16581 2.84843 0.164
H 1.60671 3.27466 -0.64011 0.058
H -1.16502 -3.03133 2.67804 0.136
H 1.88794 -2.90535 4.00743 0.183
H -0.17912 -0.73959 -2.73762 0.082
H -2.67693 -0.30437 4.95193 0.181
H -3.36459 -0.69889 -2.11308 0.160
H 1.60311 1.89744 0.42755 0.098
H -4.74362 3.68396 -0.89339 0.082
H -0.83750 0.28658 -0.59285 0.146
H 3.62222 3.97019 4.42569 0.185
H -0.52665 -7.10223 -2.32607 0.102
H 3.11957 -2.60654 2.76220 0.065
H 0.10962 5.76871 3.53684 0.110
H -4.44554 -4.95341 -2.28695 0.036
H 0.77888 5.04105 1.91593 0.145
H 3.41929 6.71160 -1.47800 0.031
H -3.37357 -1.82257 -4.54166 0.079
H -0.41849 -6.59185 -0.88769 0.121
H 2.13431 5.65029 4.66596 0.134
H 1.24790 -0.90668 -2.40851 0.069
H -1.84257 1.18123 3.63061 0.114
H 5.78640 0.58556 -1.99756 0.137
H 1.55366 3.04989 5.16411 0.104
H 3.01938 3.35731 2.83972 0.104
H 3.63474 -7.86499 -2.03403 0.180
H -2.56192 -4.40019 -4.17224 0.126
H -4.34971 1.25021 -3.72615 0.119
H -4.48347 -1.53868 1.64844 0.049
H 1.65996 -7.72217 -0.40481 0.180
H 2.38301 -5.03420 2.14173 0.135
H 7.71084 0.61770 -0.58618 0.169
H 1.18095 8.93238 1.05267 0.155
H 2.67759 5.73355 3.07068 0.087
H 0.88666 -8.57930 -1.63883 0.089
H 2.16792 1.94399 3.76319 0.165
H -5.45496 -0.55770 3.36444 0.159
H 0.06752 -5.11388 1.19726 0.091
H -4.73629 4.03001 -3.04471 0.025
H 4.37612 -1.89192 -0.61804 0.175
H 3.27902 8.26397 -0.16759 0.087
H 2.93389 -5.49799 -1.16776 0.154
H -4.93811 -1.76644 -2.64111 0.088
H -4.23923 -3.96437 -4.28275 0.103
```

=====

No. 3
Below is the ion C3H5O4 with charge +1 in a non-equilibrium geometry, with properties calculated with the ωB97M-V functional and the def2-TZVPD basis.

Output
- 2S+1: 1
- ΔE to the lowest compared entry with this formula, charge and spin: 158.58 kcal per mole
- LUMO (alpha / beta): -8.879 / -9.801 eV
- HOMO level (alpha / beta): -0.52211 / -0.48174 Ha
- Total charge: +1

```
12
Properties=species:S:1:pos:R:3:lowdin_charge:R:1
O -3.65546 0.49699 0.24971 0.101
O -4.58585 -0.03263 -0.27571 0.217
O -1.31187 0.47208 0.05487 0.068
O -2.38060 -0.35091 0.21850 0.089
C 2.32218 -0.17682 -0.09474 -0.024
C -0.15707 -0.17196 0.09547 -0.060
C 1.02560 0.47186 0.02876 -0.027
H -0.09259 -1.25834 -0.01014 0.166
H 3.10416 0.35002 -0.68714 0.129
H 2.19800 -1.15581 -0.48161 0.086
H 1.11289 1.51957 -0.07402 0.133
H 2.42062 -0.16406 0.97603 0.121
```

=====

No. 4
Below is a cluster of 10 separate species, C54H123O34P7 in total in a non-equilibrium geometry, with properties calculated with the ωB97M-V functional and the def2-TZVPD basis.

Output
- 2S+1: 1
- LUMO: 0.411 eV
- SMILES: CCOP(=O)(OCC)OCC.CCOP(=O)(OCC)OCC.CCOP(=O)(OCC)OCC.CCOP(=O)(OCC)OCC.CCOP(=O)(OCC)OCC.CCOP(=O)(OCC)OCC.CCOP(=O)(OCC)OCC.O=C1CCCO1.O=C1CCCO1.O=C1CCCO1
- HOMO level: -0.36835 Ha

```
218
Properties=species:S:1:pos:R:3:lowdin_charge:R:1
P -4.39925 4.09624 -1.31072 0.556
P 6.06726 1.75782 -1.39401 0.451
P 2.41076 0.47541 4.24667 0.545
P -6.08813 -1.84290 1.72300 0.428
P 0.51282 -5.70250 2.59929 0.502
P -0.44021 7.73146 -3.77725 0.545
P 2.93211 -4.74609 -4.49605 0.466
O -2.28008 -1.65699 -2.88786 0.088
O -3.33169 -3.54374 5.38427 0.030
O 4.05384 -4.49691 -5.39809 -0.230
O 2.14922 -0.62035 3.24021 -0.253
O 1.49742 -4.07836 -4.94729 -0.172
O -4.07961 4.42348 -2.89987 -0.212
O -2.84913 -1.27915 5.75919 0.027
O -0.66219 -0.12355 -3.36892 0.028
O 6.96336 0.46261 -1.10927 -0.204
O 4.94289 1.18001 -2.43644 -0.212
O -4.47770 5.55485 -0.60267 -0.179
O -3.00822 3.48656 -0.78157 -0.196
O 2.57400 -6.31753 -4.20146 -0.205
O -7.64363 -1.44014 1.92920 -0.192
O 3.96740 0.64925 4.70518 -0.175
O 0.87102 8.61281 -3.40489 -0.211
O 3.22003 -4.13340 -3.04110 -0.194
O -0.47951 -4.85394 1.85881 -0.259
O 1.33612 -6.67883 1.59960 -0.158
O -5.22367 -1.01076 2.55828 -0.222
O -0.50572 6.68427 -2.49563 -0.220
O -5.68198 3.31126 -1.01180 -0.273
O -5.88448 -1.70523 0.12992 -0.155
O -6.07254 -3.40445 1.98255 -0.185
O -0.13577 -6.64829 3.75830 -0.185
O 5.26025 2.06237 -0.04448 -0.166
O -1.60187 8.88455 -3.46256 -0.193
O 1.64452 -4.87328 3.37888 -0.202
O -0.48229 0.40476 -0.10511 0.047
O 6.76095 2.96204 -1.85156 -0.220
O -0.42204 7.23743 -5.18084 -0.239
O 2.01764 1.98217 3.75919 -0.187
O 1.15390 1.59358 -0.92449 0.045
O 1.64415 0.31157 5.66748 -0.204
C 8.97214 0.31667 -2.55891 -0.059
C -2.22714 -0.26629 5.04282 -0.182
C -1.67502 9.45938 -2.17018 -0.304
C -1.33898 -8.73143 3.42355 -0.058
C -2.82520 2.85486 0.46706 -0.267
C -1.28318 -0.97065 4.03256 -0.151
C -2.02157 -2.25687 3.66775 -0.069
C -1.95701 -0.54156 -3.26384 -0.428
C 7.63041 -0.30845 -2.10114 -0.261
C -6.07031 4.75299 -4.28998 -0.060
C -3.00157 10.13372 -1.94983 -0.072
C 4.81159 -3.08668 -1.62284 -0.064
C 0.93513 4.94841 -1.38956 -0.030
C -0.87410 -4.64846 -4.71366 -0.051
C 0.44058 -4.22678 -4.01166 -0.285
C 1.18262 9.78525 -4.18441 -0.265
C -3.42497 6.44796 -0.66287 -0.309
C 2.36560 -3.77620 2.78024 -0.221
C 4.74424 -1.17496 6.06779 -0.064
C 2.43343 -8.73161 2.29495 -0.059
C -0.80909 -0.97916 0.28181 -0.063
C 0.74350 2.27196 3.23445 -0.277
C 5.04310 -0.11649 0.96477 -0.043
C 0.54754 1.38709 7.34194 -0.073
C -2.75262 -2.46122 5.00040 -0.314
C 0.68809 0.47751 -0.60510 -0.521
C -4.80875 5.38987 -3.65216 -0.263
C 2.46364 10.40080 -3.61865 -0.067
C 0.67053 3.75488 2.83103 -0.038
C 2.22205 -7.30143 -5.20365 -0.266
C -3.48493 1.48611 0.51256 -0.062
C 4.08441 2.11001 -3.03116 -0.279
C -1.45676 -7.20733 3.60726 -0.257
C -0.64905 1.21968 -3.79373 -0.171
C 4.76281 -0.52983 4.69431 -0.291
C -2.00595 1.50879 -4.38825 -0.146
C -2.93243 0.57536 -3.60933 -0.043
C -4.90826 -5.17002 3.33663 -0.055
C 3.12827 1.22261 -3.81157 -0.055
C -5.88679 -3.95101 3.28135 -0.244
C -8.53693 0.47950 2.81558 -0.063
C -2.38467 6.35058 0.44016 -0.047
C 1.92915 1.15733 6.74939 -0.278
C 4.29936 1.19159 0.48122 -0.225
C 3.79247 -4.18398 2.33647 -0.050
C -3.87959 -3.26011 -0.12819 -0.051
C 4.47741 -4.39498 -2.36087 -0.228
C 1.39833 -0.84671 -0.54922 -0.058
C 0.24768 -1.82077 -0.48215 -0.118
C 2.54805 -7.24986 1.95371 -0.331
C -8.09461 -0.18419 1.50235 -0.279
C 0.01810 5.37042 -2.59550 -0.239
C -4.62295 -1.98186 -0.46792 -0.281
C 3.45477 -7.97618 -5.72719 -0.081
H -5.28670 -5.83491 2.56022 0.075
H -2.33144 2.54693 -4.45486 0.110
H -0.14337 -2.18220 -1.43322 0.092
H -4.04649 -1.05736 -0.43487 0.083
H -2.35380 -9.11643 3.32354 0.078
H -2.03140 1.30986 -5.45964 0.117
H -0.51439 1.86007 -2.92202 0.118
H -3.00084 0.33497 4.56536 0.127
H -3.28186 1.01724 -2.67620 0.118
H 5.45290 -2.00154 6.11937 0.081
H 1.57942 -8.76364 2.97152 0.056
H -0.85037 4.73330 -2.76265 0.106
H 4.37750 -5.27531 -1.72594 0.116
H -4.55045 1.54082 0.28946 0.070
H -0.87343 -5.71620 -4.93286 0.064
H -1.71198 7.19592 0.29531 0.076
H 2.21770 -9.25396 1.36290 0.081
H -2.99234 6.45576 -1.66330 0.102
H -1.39965 8.79515 -1.35099 0.099
H 6.99119 -0.47294 -2.96858 0.114
H -3.90665 -4.81815 3.08954 0.052
H -1.34112 -3.10245 3.56725 0.105
H -6.91615 -4.24467 3.48697 0.119
H 5.34851 -4.51905 -3.00421 0.113
H -0.17490 1.78489 6.62924 0.063
H 0.30198 -3.27767 -3.49390 0.096
H -0.69785 -9.05839 2.60491 0.067
H 4.09750 -7.19849 -6.13975 0.072
H 2.62540 1.81567 -4.57544 0.073
H 4.44857 -0.83101 1.53406 0.040
H -3.94333 7.39638 -0.52177 0.120
H -6.67150 4.21765 -3.55508 0.071
H 9.62871 0.26456 -1.69041 0.075
H 7.87417 -1.24272 -1.59535 0.111
H 3.65748 0.92412 -0.35815 0.082
H -1.78721 -4.59595 -4.12073 0.069
H 9.40225 -0.27438 -3.36748 0.077
H -2.97166 0.81756 -0.17860 0.048
H 4.34001 -4.57661 3.19328 0.085
H -8.77151 1.51866 2.58489 0.071
H -0.34378 4.04383 2.55572 0.067
H 4.44511 -1.23504 3.92629 0.089
H -7.68243 0.54076 3.48950 0.075
H 1.74188 -3.39915 1.96974 0.097
H 2.55810 11.39788 -4.04878 0.076
H -1.78783 2.87756 0.80089 0.108
H 1.75850 5.62537 -1.16176 0.077
H -5.62222 -3.15235 3.97434 0.102
H -0.78168 -1.16909 1.35478 0.105
H 5.78656 0.21932 1.68767 0.077
H -1.08452 -4.03301 -5.58832 0.078
H 0.04764 2.02324 4.03571 0.105
H 5.54549 -0.71227 0.20269 0.053
H -3.52384 1.14369 1.54664 0.081
H -8.87085 -0.31790 0.74891 0.122
H -3.36295 3.44648 1.20795 0.118
H 0.53326 5.35257 -3.55591 0.104
H -1.59389 0.40566 5.62211 0.096
H 2.46232 10.42607 -2.52894 0.078
H 0.48775 -2.74723 0.03952 0.101
H -4.17211 5.69398 -4.48301 0.121
H 1.90209 -0.90938 0.41536 0.121
H -3.67670 -3.12010 0.93358 0.047
H -7.27374 0.38114 1.06114 0.107
H 8.83418 1.36329 -2.83029 0.070
H 3.72200 1.72873 1.23371 0.121
H -0.94350 -9.02709 4.39529 0.079
H 4.68111 2.73352 -3.69695 0.120
H -6.67425 5.55910 -4.70658 0.075
H 3.18160 -8.71879 -6.47686 0.081
H -3.74526 0.22656 -4.24631 0.133
H -1.96845 -7.05934 4.55825 0.116
H -2.90595 -3.26096 -0.61820 0.075
H 2.95590 -6.74771 2.83098 0.102
H 3.32291 9.81616 -3.94718 0.076
H 0.40910 4.82456 -0.44296 0.053
H -1.06486 -0.28116 3.21706 0.090
H 0.70756 2.18214 8.07022 0.079
H 0.70523 -4.87338 -3.17502 0.108
H 3.31660 -7.25897 1.18083 0.116
H 4.22120 -3.02928 -0.70837 0.055
H 0.33776 10.47259 -4.14103 0.108
H -5.10754 6.24964 -3.05247 0.111
H 3.74463 -1.59549 6.17752 0.075
H -2.87047 6.40401 1.41446 0.083
H 5.79221 -0.25485 4.46447 0.120
H 1.37765 9.52978 -5.22595 0.118
H -4.73698 -1.99452 -1.55187 0.111
H 4.96732 -0.45548 6.85563 0.083
H 3.83400 -4.84176 1.46830 0.060
H 3.31823 -9.16764 2.75874 0.083
H 2.34005 2.14152 6.52436 0.126
H 1.04312 4.36191 3.65613 0.080
H -1.94644 5.35572 0.51969 0.047
H 1.45233 4.02452 -1.64846 0.046
H 4.05151 -8.46027 -4.95412 0.081
H -2.59214 -2.17140 2.74296 0.106
H 0.47728 1.63827 2.38847 0.105
H 1.58344 -6.87280 -5.97602 0.118
H 2.05559 -0.86591 -1.41855 0.126
H -4.49408 -4.14907 -0.27045 0.093
H 3.60669 0.38145 -4.31323 0.086
H 0.17447 1.35575 -4.49474 0.124
H -3.16766 11.03542 -2.53927 0.078
H 0.10187 0.53350 7.85269 0.087
H 2.36390 0.83418 -3.13855 0.047
H -1.82466 -1.21465 -0.03643 0.095
H 4.57508 -2.22606 -2.24854 0.080
H -3.81624 9.48141 -2.26433 0.070
H -0.91626 10.24180 -2.15645 0.110
H 4.28050 -3.31568 1.89378 0.055
H 2.50080 0.62098 7.50678 0.121
H 1.34348 3.90977 1.98768 0.074
H -2.11834 -6.61654 2.97373 0.099
H -5.73144 4.08614 -5.08280 0.074
H 5.86817 -3.01753 -1.36407 0.070
H 3.61017 2.72786 -2.26862 0.113
H 2.41028 -3.02261 3.56649 0.095
H -3.23290 10.39255 -0.91658 0.081
H -4.91672 -5.63246 4.32363 0.078
H 1.60596 -8.07130 -4.73906 0.115
H -0.34659 -1.31465 4.47139 0.108
H -9.39026 -0.01884 3.27557 0.077
```

=====

No. 5
Below is a cluster of 2 separate species, FH3OP2 in total in a non-equilibrium geometry, with properties calculated with the ωB97M-V functional and the def2-TZVPD basis.

Output
- 2S+1: 1
- ΔE to the lowest compared entry with this formula, charge and spin: 76.11 kcal per mole
- LUMO (alpha / beta): -0.521 / -0.569 eV
- HOMO level (alpha / beta): -0.30899 / -0.32702 Ha

```
7
Properties=species:S:1:pos:R:3:lowdin_charge:R:1
P 0.48858 0.77088 1.13111 0.537
P -0.36100 -0.11329 -0.69624 0.537
F -0.89701 1.62161 1.34987 -0.518
O 0.81841 -1.21764 -0.97483 -0.553
H 1.07900 1.79279 0.19771 -0.093
H 0.69081 -1.70984 -1.88632 0.102
H -1.81879 -1.14450 0.87870 -0.013
```